Here is a molecular structure, C17H33CoCrI2O3PS2 at a distorted geometry from the OMol25 dataset. Energies are from ωB97M-V/def2-TZVPD.

Values from the calculation:
Energy (eV): -137468.6202
Gap between HOMO and LUMO (spin up / spin down) (eV): 7.1 / 5.1
Molar mass (u): 745.293
E_HOMO (spin up / spin down) (eV): -21.8217 / -21.9763

Structure (ORCA input):
```
! RIJCOSX wB97M-V def2-TZVPD def2/J DEFGRID3
* xyz 4 8
I 1.4047 3.2252 -3.8930
I 3.4228 1.6173 -3.3458
Cr 1.2162 0.0321 -1.0431
Co -0.8819 0.0409 -0.3409
S -0.4474 0.6160 -2.4082
S 0.3527 1.6993 0.2148
C -2.4652 -0.4555 -0.8340
C -0.9399 -0.4507 -3.9766
C 1.7631 3.0640 1.0612
C 0.1520 -0.2678 -5.0072
C -1.1490 -1.8968 -3.5884
C -2.2371 0.2004 -4.4254
C 2.5335 3.7459 -0.0475
C 2.6500 2.3381 2.0445
C 0.7725 4.0199 1.7070
C 1.4291 -1.7755 -1.5649
C 2.8064 -0.3634 -0.0002
O -3.5492 -0.6947 -1.1081
O 1.7329 -2.8901 -1.7861
O 3.5067 -0.8905 0.7713
H 1.1028 -0.6851 -4.6732
H 0.3210 0.7903 -5.2471
H -0.1318 -0.7789 -5.9358
H -0.2335 -2.3624 -3.2093
H -1.4739 -2.4294 -4.4939
H -1.9280 -1.9706 -2.8206
H -2.9938 0.1086 -3.6420
H -2.6058 -0.2972 -5.3309
H -2.0984 1.2653 -4.6486
H 3.0938 4.6122 0.3528
H 1.8628 4.1113 -0.8406
H 3.2649 3.0699 -0.5198
H 3.3159 3.0592 2.5541
H 3.2830 1.5968 1.5404
H 2.0571 1.8211 2.8077
H 1.2894 4.8609 2.1931
H 0.1613 3.5122 2.4658
H 0.0941 4.4244 0.9485
C -0.4610 0.8146 3.3258
C 0.1684 -0.4388 2.7659
P -0.7519 -1.1538 1.3381
C 0.0614 -2.7833 1.1240
C -0.2397 -3.8253 2.1967
C -2.4195 -1.5212 2.0153
C -2.5711 -1.8520 3.5028
H 0.3032 1.5115 3.6993
H -1.1180 0.5877 4.1839
H -1.0677 1.3750 2.5783
H 1.1822 -0.2684 2.4067
H 0.2134 -1.2249 3.5177
H -0.2231 -3.1464 0.1198
H 1.1453 -2.5733 1.0766
H -1.2993 -4.0849 2.2004
H 0.3365 -4.7288 1.9790
H 0.0598 -3.4884 3.1918
H -3.0479 -0.6439 1.7862
H -2.8134 -2.3540 1.4079
H -2.4133 -0.9758 4.1406
H -3.5997 -2.1949 3.6854
H -1.8984 -2.6533 3.8278
*
```

---

Here is 3 unconnected molecules or ions with the total composition C17H33F3IN2O3S at a distorted geometry from the OMol25 dataset. Energies are from ωB97M-V/def2-TZVPD.

Values from the calculation:
Energy (eV): -54364.0464
Gap between HOMO and LUMO (eV): 8.3
ΔE to the lowest compared entry with this formula, charge and spin (kJ/mol): 417.0
Molar mass (u): 529.427
E_HOMO (eV): -11.9114

Structure (ORCA input):
```
! RIJCOSX wB97M-V def2-TZVPD def2/J DEFGRID3
* xyz 1 1
C -2.7689 -2.3701 -2.2246
C -1.4392 -2.0460 -3.0987
I -1.8681 -2.6444 -5.1645
C -1.0843 -0.4547 -3.0506
C -0.5625 -0.1037 -1.5858
C 0.6842 -0.8611 -1.0934
N 0.7924 -0.3025 0.2501
C 1.9305 -0.8940 1.0237
C 1.4195 -2.3366 1.5464
O 2.5370 -3.2671 1.6563
C 0.5993 -2.2169 2.9417
F 0.3243 -0.8804 3.3263
F -0.6728 -2.8574 2.7722
F 1.3146 -2.9530 3.9067
C -0.1744 0.6841 0.5944
N -1.0523 0.7969 -0.5711
S -2.4317 1.8390 -0.7351
H -3.0021 -1.4599 -1.5765
H -2.6118 -3.3186 -1.5886
H -3.6711 -2.5082 -2.9219
H -0.5722 -2.6821 -2.6897
H -0.2145 -0.3237 -3.7934
H -2.0379 0.0814 -3.3662
H 1.3311 -1.6477 -1.5915
H 2.8445 -1.0011 0.3289
H 2.2846 -0.2370 1.8974
H 0.6862 -2.8382 0.8087
H 2.1373 -4.1355 1.4124
H -0.2202 1.2458 1.5835
H -2.8197 2.1233 0.5857
C -4.7383 3.0980 4.2275
C -4.9767 4.1736 3.1818
O -5.0142 3.6724 1.8501
C -6.0289 2.7177 1.5576
C -7.4383 3.2414 1.7616
H -3.8220 2.5426 4.0058
H -4.6489 3.5444 5.2203
H -5.5569 2.3758 4.2587
H -4.1526 4.8907 3.2194
H -5.8882 4.7386 3.4002
H -5.8600 1.8007 2.1316
H -5.9068 2.4487 0.5040
H -7.6296 3.4863 2.8092
H -8.1719 2.4925 1.4553
H -7.5997 4.1531 1.1802
C 6.1568 -0.0527 -0.3174
C 6.0551 -1.4370 -0.9345
O 5.3391 -1.4582 -2.1634
C 5.8759 -0.6780 -3.2240
C 7.2756 -1.0921 -3.6392
H 5.1611 0.3823 -0.1858
H 6.6519 -0.1032 0.6551
H 6.7291 0.6310 -0.9477
H 5.5100 -2.0905 -0.2473
H 7.0460 -1.8832 -1.0641
H 5.8376 0.3853 -2.9665
H 5.2050 -0.8128 -4.0771
H 7.9978 -0.9370 -2.8337
H 7.6067 -0.5077 -4.5004
H 7.3032 -2.1533 -3.9004
*
```

---

Here is a molecular structure, C17H33KN4O7P2 from the OMol25 dataset. Energies are from ωB97M-V/def2-TZVPD.

Values from the calculation:
Energy (eV): -73369.0109
Gap between HOMO and LUMO (eV): 8.7
ΔE to the lowest compared entry with this formula, charge and spin (kJ/mol): 47.9
Molar mass (u): 506.518
E_HOMO (eV): -8.6014

Structure (ORCA input):
```
! RIJCOSX wB97M-V def2-TZVPD def2/J DEFGRID3
* xyz 0 1
K -0.3504 0.1472 -0.1685
C 3.8474 1.6346 -1.3258
C 3.4820 0.5748 -0.3199
C 3.3784 -0.7616 -0.6917
C 3.0012 -1.7406 0.2243
C 2.8865 -3.1894 -0.1767
C 2.7246 -1.3622 1.5311
C 2.8324 -0.0367 1.9363
C 2.5542 0.3378 3.3687
C 3.2086 0.9219 1.0009
H 2.9611 2.2069 -1.6051
H 4.2681 1.1918 -2.2292
H 4.5811 2.3296 -0.9152
H 3.5898 -1.0432 -1.7193
H 1.9102 -3.5919 0.1009
H 3.6409 -3.7915 0.3324
H 3.0316 -3.3204 -1.2502
H 2.3836 -2.1054 2.2431
H 3.4428 0.1845 3.9851
H 1.7604 -0.2890 3.7786
H 2.2636 1.3844 3.4602
H 3.2802 1.9623 1.3027
C -2.1251 -0.1053 4.7709
C -2.5233 -0.1129 3.2931
O -3.9453 -0.1695 3.1513
P -1.9893 1.4306 2.4927
O -0.4420 1.5476 2.8336
O -2.5511 2.6407 3.3838
O -2.3283 1.5621 1.0607
P -1.6958 -1.5657 2.4715
O -2.4520 -1.7104 1.0273
O -2.0023 -2.7578 3.2938
O -0.3061 -1.0980 2.1219
H -2.5595 0.7535 5.2821
H -1.0413 -0.0774 4.8862
H -2.4786 -1.0308 5.2259
H -4.2362 -0.9809 3.5868
H -0.0320 0.6552 2.7100
H -3.4504 2.8576 3.1069
H -3.2290 -2.2671 1.1506
N -2.5372 -0.0266 -2.0512
C -2.4951 -0.5220 -3.4258
C -1.9413 -1.9412 -3.5292
C -0.4270 -2.1096 -3.4239
N 0.0709 -2.0491 -2.0471
H -3.0643 -0.6514 -1.4496
H -2.9912 0.8777 -2.0029
H -1.8574 0.1488 -4.0094
H -3.4835 -0.5120 -3.9025
H -2.2383 -2.3315 -4.5056
H -2.4323 -2.5809 -2.7855
H 0.0566 -1.3117 -3.9952
H -0.1603 -3.0541 -3.9133
H 1.0567 -2.2805 -2.0161
H -0.4091 -2.7298 -1.4671
N -0.8848 4.0448 -2.5323
C -0.2964 3.5340 -3.6648
C 0.4758 2.4996 -3.2325
N 0.3794 2.3719 -1.8641
C -0.4448 3.3147 -1.4788
H -1.5197 4.8217 -2.4925
H -0.4733 3.9431 -4.6435
H 1.1012 1.8421 -3.8135
H -0.7751 3.4864 -0.4653
*
```

---

Here is a molecular structure, C17H33MnNO3P2 at a distorted geometry from the OMol25 dataset. Energies are from ωB97M-V/def2-TZVPD.

Values from the calculation:
Energy (eV): -75689.1985
Gap between HOMO and LUMO (spin up / spin down) (eV): 5.3 / 5.7
Molar mass (u): 416.341
E_HOMO (spin up / spin down) (eV): -5.2368 / -5.6219

Structure (ORCA input):
```
! RIJCOSX wB97M-V def2-TZVPD def2/J DEFGRID3
* xyz 0 4
Mn 0.0799 0.1212 -0.1085
P -1.5010 2.3810 -0.1046
P 1.6390 -1.9001 0.3113
N 0.1370 0.1355 -1.8737
H -1.3461 0.8277 0.1686
C -0.5994 3.6182 -1.0137
H -1.3201 4.4521 -1.0087
H -0.4283 3.2577 -2.0401
H 0.3455 3.9079 -0.5224
C -2.1266 2.8795 1.4769
H -2.6540 3.8193 1.2469
H -1.3006 3.0404 2.1901
H -2.8010 2.1063 1.8762
C -2.7944 1.6317 -1.1283
H -3.5906 2.3527 -1.0350
H -3.0729 0.6342 -0.7399
H -2.4035 1.5355 -2.1444
C 3.3122 -1.7560 -0.3998
H 3.7580 -2.7594 -0.4424
H 3.8997 -1.0849 0.2419
H 3.2111 -1.3263 -1.4044
C 2.0061 -2.5400 1.9794
H 2.7505 -3.3328 1.8326
H 1.0999 -2.9439 2.4455
H 2.4296 -1.7344 2.5921
C 0.8206 -3.2730 -0.5702
H 1.3704 -4.1980 -0.3723
H 0.8118 -3.0602 -1.6458
H -0.2148 -3.3678 -0.2177
C -0.4951 -0.5364 -2.8162
C -0.8025 -0.9872 -5.1878
C -0.0978 -0.3562 -4.1817
C -1.5907 -1.4165 -2.5155
C -2.2579 -2.0456 -3.5413
C -1.8812 -1.8424 -4.8770
H -0.5142 -0.8171 -6.2236
H 0.7611 0.3046 -4.3577
H -1.8782 -1.5516 -1.4565
H -3.0902 -2.7093 -3.3044
H -2.4255 -2.3492 -5.6805
C 2.8631 1.5636 2.0883
O 2.8962 0.8215 1.0965
C 2.7986 3.0518 1.8557
H 2.4266 3.5639 2.7623
H 1.9837 3.1962 1.0982
H 3.7459 3.5189 1.5332
C 2.3624 1.0567 3.4188
H 3.0605 0.4347 3.9944
H 1.4102 0.5193 3.2509
H 2.0937 1.9454 3.9958
C -1.9669 -1.3441 3.5037
O -0.9921 -0.7163 2.6347
C -1.2129 -0.8493 1.3201
O -2.1827 -1.4493 0.8591
H -2.9397 -0.8723 3.3357
H -1.5977 -1.1386 4.5123
H -1.9949 -2.4190 3.2933
*
```